This record from the OMol25 dataset describes 15 unconnected molecules or ions with the total composition C40H115N5O15 in a non-equilibrium geometry. The level of theory is the ωB97M-V functional and the def2-TZVPD basis.

```
175
Properties=species:S:1:pos:R:3
C 7.53 -24.92 6.26
C 8.44 -23.75 6.39
O 8.53 -23.05 7.67
H 7.72 -25.38 5.28
H 6.51 -24.59 6.31
H 7.70 -25.67 7.03
H 8.13 -23.10 5.56
H 9.47 -24.07 6.14
H 7.62 -22.89 7.92
C 7.69 -28.58 10.35
C 7.37 -27.07 10.47
O 8.31 -26.41 11.28
H 8.13 -29.02 11.27
H 8.33 -28.84 9.49
H 6.76 -29.15 10.14
H 6.43 -26.95 10.95
H 7.32 -26.66 9.46
H 8.79 -25.71 10.80
C 14.19 -21.69 8.17
C 13.34 -22.56 7.15
O 13.77 -23.91 7.08
H 15.28 -21.91 8.26
H 13.81 -21.76 9.17
H 14.18 -20.65 7.94
H 13.39 -22.12 6.12
H 12.29 -22.41 7.50
H 13.17 -24.54 7.40
C 5.66 -17.83 14.56
C 5.59 -19.11 13.74
O 6.70 -19.40 12.97
H 6.46 -17.83 15.28
H 4.77 -17.80 15.20
H 5.65 -16.94 13.93
H 4.69 -19.02 13.14
H 5.46 -19.94 14.44
H 7.00 -18.76 12.27
C 12.44 -17.50 11.07
C 13.54 -18.47 10.79
O 14.69 -17.70 10.25
H 12.22 -16.97 10.13
H 12.74 -16.73 11.83
H 11.55 -18.06 11.40
H 13.24 -19.22 10.05
H 13.88 -19.00 11.68
H 15.48 -18.26 10.45
C 19.16 -20.03 9.60
C 17.84 -19.29 9.42
O 16.99 -19.15 10.57
H 19.00 -21.02 10.05
H 19.88 -19.42 10.24
H 19.63 -20.15 8.65
H 17.21 -19.82 8.75
H 18.09 -18.27 9.02
H 17.50 -18.73 11.26
C 9.66 -15.87 11.70
C 8.72 -16.99 12.21
O 8.19 -17.80 11.10
H 10.39 -16.20 10.95
H 10.12 -15.41 12.56
H 8.90 -15.24 11.22
H 7.94 -16.45 12.81
H 9.24 -17.67 12.85
H 7.87 -17.14 10.52
C 9.12 -20.79 11.20
C 10.63 -21.06 11.39
O 10.85 -22.23 12.17
H 8.65 -20.99 12.19
H 8.62 -21.40 10.45
H 9.02 -19.73 10.99
H 11.05 -20.17 11.92
H 11.17 -21.07 10.47
H 11.82 -22.33 12.49
C 10.72 -19.28 15.71
C 9.91 -19.78 14.58
O 8.52 -19.73 14.98
H 10.39 -18.29 15.90
H 11.78 -19.46 15.45
H 10.52 -19.86 16.66
H 10.11 -20.78 14.19
H 10.11 -19.20 13.65
H 7.99 -19.70 14.17
C 7.78 -23.42 15.38
C 8.06 -23.85 13.95
O 7.39 -25.03 13.67
H 7.72 -24.34 16.01
H 6.82 -22.96 15.28
H 8.56 -22.79 15.83
H 9.13 -23.95 13.86
H 7.81 -23.08 13.26
H 7.72 -25.43 12.84
C 8.20 -17.00 7.40
C 7.23 -15.97 7.85
C 6.03 -15.74 6.95
O 5.28 -16.91 6.70
C 4.06 -16.62 5.99
N 6.69 -16.33 9.26
H 8.56 -16.75 6.38
H 7.69 -17.96 7.50
H 9.03 -16.99 8.08
H 7.58 -14.95 7.83
H 6.33 -15.25 6.00
H 5.36 -15.05 7.48
H 3.70 -17.53 5.58
H 4.12 -15.95 5.16
H 3.32 -16.25 6.67
H 6.14 -17.17 9.11
H 6.09 -15.55 9.59
C 11.64 -25.51 11.16
C 11.05 -24.81 9.98
C 10.89 -25.75 8.83
O 12.08 -25.77 8.01
C 12.52 -27.06 7.65
N 9.70 -24.31 10.42
H 12.55 -26.04 10.95
H 10.93 -26.19 11.55
H 12.02 -24.89 11.96
H 11.72 -23.98 9.67
H 10.04 -25.45 8.29
H 10.85 -26.74 9.23
H 13.32 -27.06 6.94
H 11.67 -27.60 7.25
H 12.85 -27.70 8.49
H 9.36 -23.64 9.70
H 9.84 -23.77 11.29
C 15.37 -21.01 13.14
C 14.42 -22.01 12.41
C 15.03 -23.23 11.74
O 15.18 -24.27 12.69
C 15.69 -25.49 12.18
N 13.30 -22.49 13.25
H 15.95 -20.51 12.34
H 15.97 -21.54 13.85
H 14.84 -20.20 13.63
H 14.02 -21.52 11.55
H 15.99 -23.01 11.23
H 14.24 -23.55 11.01
H 16.78 -25.50 12.08
H 15.27 -25.68 11.18
H 15.45 -26.29 12.87
H 13.05 -21.85 13.99
H 13.57 -23.40 13.67
C 6.71 -20.49 7.38
C 5.46 -20.57 8.21
C 5.63 -21.46 9.42
O 5.76 -22.85 8.97
C 5.71 -23.80 9.95
N 5.09 -19.23 8.59
H 7.62 -20.48 8.03
H 6.87 -19.58 6.81
H 6.75 -21.37 6.71
H 4.62 -21.00 7.59
H 4.74 -21.41 10.07
H 6.43 -21.06 9.95
H 5.59 -24.77 9.50
H 4.93 -23.70 10.68
H 6.64 -23.87 10.53
H 4.10 -19.15 8.85
H 5.20 -18.61 7.75
C 9.05 -27.49 17.59
C 9.14 -26.98 16.15
C 10.53 -27.10 15.51
O 11.34 -26.10 16.02
C 11.62 -25.12 15.05
N 8.11 -27.83 15.42
H 9.40 -28.55 17.60
H 8.01 -27.42 17.97
H 9.69 -26.94 18.30
H 8.91 -25.90 16.14
H 10.35 -27.10 14.45
H 10.99 -28.07 15.70
H 12.34 -24.50 15.64
H 10.70 -24.57 14.84
H 12.15 -25.49 14.21
H 8.03 -27.46 14.51
H 7.21 -27.72 15.84
```

Computed properties:
Orbital gap in eV: 9.20
Calculated total energy in eV: -81502.128

---

This record from the OMol25 dataset describes 2 unconnected molecules or ions with the total composition C4H14N4 in a non-equilibrium geometry. The level of theory is the ωB97M-V functional and the def2-TZVPD basis.

```
22
Properties=species:S:1:pos:R:3
C 0.90 1.96 1.07
C 0.45 -0.50 1.00
C 0.65 0.69 0.27
N 0.02 -0.51 2.31
N 0.50 -1.74 0.38
N 1.50 0.63 -0.89
H -0.68 -1.21 2.52
H -0.28 0.40 2.65
H 0.27 -2.53 0.97
H 1.16 -1.82 -0.37
H 2.49 0.69 -0.72
H 1.28 -0.11 -1.54
H 1.18 2.75 0.38
H 1.74 1.87 1.77
H 0.01 2.26 1.63
C -1.63 -0.53 -2.17
N -1.89 -0.13 -0.81
H -2.12 -0.93 -0.23
H -1.01 0.60 -0.35
H -2.38 -1.06 -2.77
H -0.71 -1.13 -2.29
H -1.44 0.34 -2.81
```

Computed properties:
Orbital gap in eV: 7.65
Calculated total energy in eV: -10333.432

---

This record from the OMol25 dataset describes a molecular structure, C32H30Cl5CsN8O4 in a non-equilibrium geometry. The level of theory is the ωB97M-V functional and the def2-TZVPD basis.

```
80
Properties=species:S:1:pos:R:3
Cs -0.07 -0.40 0.13
C 0.76 -0.44 -3.50
O 1.36 0.25 -2.43
C 1.35 1.64 -2.61
C 2.11 2.28 -1.44
O 1.41 2.28 -0.22
C 0.48 3.32 -0.05
C -0.06 3.22 1.38
O -1.00 2.19 1.53
C -2.33 2.58 1.29
H 1.30 -0.26 -4.45
H 0.81 -1.50 -3.26
H -0.29 -0.16 -3.64
H 1.86 1.91 -3.55
H 0.32 2.02 -2.67
H 3.00 1.68 -1.27
H 2.41 3.30 -1.71
H 0.96 4.30 -0.21
H -0.36 3.24 -0.76
H 0.78 2.98 2.03
H -0.49 4.18 1.69
H -2.67 3.30 2.05
H -2.46 3.04 0.30
H -2.93 1.68 1.34
Cl -2.16 1.09 -1.85
C -2.97 -0.45 -1.92
C -2.42 -1.49 -1.19
C -3.17 -2.66 -1.31
Cl -2.59 -4.07 -0.47
C -4.34 -2.80 -2.05
Cl -5.22 -4.29 -2.10
C -4.81 -1.71 -2.76
Cl -6.24 -1.83 -3.71
C -4.11 -0.51 -2.70
Cl -4.67 0.86 -3.61
C 6.00 -2.81 0.05
N 4.80 -2.14 0.47
C 3.69 -1.85 -0.22
N 2.83 -1.23 0.55
C 3.46 -1.16 1.73
N 4.66 -1.70 1.72
C 5.83 -4.30 -0.14
C 6.75 -4.98 -0.91
C 6.68 -6.36 -1.05
C 5.67 -7.06 -0.42
C 4.72 -6.38 0.34
C 4.80 -5.00 0.48
C 3.65 -7.13 0.95
N 3.53 -8.43 0.97
N 2.39 -8.72 1.60
C 1.84 -7.60 1.96
O 2.60 -6.54 1.58
C 0.57 -7.45 2.64
C -0.19 -8.59 2.88
C -1.42 -8.47 3.49
C -1.88 -7.22 3.88
C -1.12 -6.08 3.67
C -1.66 -4.76 4.17
N -0.92 -3.62 3.73
C -0.98 -2.97 2.56
N -0.15 -1.95 2.57
C 0.41 -2.02 3.79
N -0.03 -3.01 4.52
C 0.11 -6.20 3.04
H 6.74 -2.63 0.83
H 6.35 -2.36 -0.88
H 3.55 -2.09 -1.26
H 3.04 -0.70 2.60
H 7.54 -4.43 -1.41
H 7.41 -6.88 -1.65
H 5.60 -8.13 -0.51
H 4.07 -4.48 1.08
H 0.19 -9.55 2.57
H -2.03 -9.34 3.67
H -2.85 -7.13 4.36
H -1.61 -4.76 5.27
H -2.70 -4.66 3.86
H -1.61 -3.26 1.75
H 1.14 -1.32 4.15
H 0.72 -5.32 2.85
```

Computed properties:
Orbital gap in eV: 7.25
Calculated total energy in eV: -116939.894